168
Properties=species:S:1:pos:R:3 method="wB97M-V/def2-TZVPD" largest_force_ha_per_bohr=0.072 s_squared=0.75 total_charge=-1 gap_ev="1.2 / 9.7" spin_multiplicity=2 de_lowest_kcal_mol=61.6
C 0.544 -4.460 -3.620
C -0.966 -3.908 -3.552
C -1.393 -3.208 -4.830
O -1.741 -5.001 -3.055
H 0.681 -5.043 -4.530
H 0.747 -5.173 -2.821
H 1.299 -3.675 -3.679
H -1.009 -3.148 -2.772
H -1.625 -3.850 -5.680
H -0.631 -2.575 -5.286
H -2.279 -2.573 -4.830
H -1.547 -5.794 -3.561
C -4.396 1.324 0.884
C -3.656 2.616 1.120
C -4.571 3.829 0.803
O -3.125 2.655 2.471
H -3.663 0.538 0.701
H -5.080 1.454 0.045
H -5.047 1.221 1.752
H -2.837 2.806 0.425
H -3.878 4.663 0.693
H -5.180 4.075 1.672
H -5.168 3.625 -0.086
H -2.874 3.557 2.679
C 2.061 3.446 4.867
C 1.164 2.210 4.493
C 1.162 1.084 5.509
O -0.092 2.612 4.232
H 1.909 4.218 4.112
H 3.111 3.223 4.679
H 1.845 3.770 5.885
H 1.463 1.798 3.529
H 0.754 0.212 4.998
H 0.527 1.274 6.375
H 2.170 0.792 5.803
H -0.685 1.879 4.410
C 4.197 -1.352 -5.698
C 2.975 -2.077 -5.150
C 2.232 -1.128 -4.206
O 2.221 -2.424 -6.251
H 3.968 -0.450 -6.266
H 5.012 -1.957 -6.096
H 4.661 -0.800 -4.881
H 3.272 -3.042 -4.740
H 1.872 -0.187 -4.623
H 2.908 -0.851 -3.397
H 1.334 -1.611 -3.821
H 2.767 -3.034 -6.751
C 4.448 -1.622 2.022
C 4.690 -0.441 3.022
C 4.595 0.825 2.275
O 3.616 -0.451 3.961
H 5.236 -1.751 1.281
H 3.595 -1.455 1.364
H 4.220 -2.500 2.627
H 5.629 -0.544 3.564
H 4.834 1.666 2.925
H 3.583 1.002 1.910
H 5.191 0.700 1.371
H 3.770 -1.047 4.697
C -1.226 0.808 -4.060
C -2.744 0.371 -4.197
C -3.112 -0.234 -2.860
O -3.580 1.383 -4.587
H -1.085 1.657 -3.391
H -0.884 1.142 -5.040
H -0.585 0.025 -3.654
H -2.735 -0.428 -4.939
H -2.806 0.272 -1.945
H -2.674 -1.231 -2.910
H -4.184 -0.356 -2.711
H -3.075 2.183 -4.423
C -3.028 0.380 6.716
C -3.295 0.306 5.254
C -4.732 0.739 4.932
O -2.313 0.904 4.476
H -3.784 -0.176 7.271
H -3.048 1.433 6.994
H -2.061 -0.070 6.940
H -3.216 -0.754 5.009
H -5.043 0.443 3.930
H -4.654 1.825 4.880
H -5.445 0.522 5.727
H -2.728 1.267 3.690
C -4.554 -3.300 -1.043
C -3.243 -3.111 -0.135
C -3.445 -3.030 1.394
O -2.531 -4.217 -0.343
H -4.990 -4.300 -1.036
H -4.326 -3.040 -2.077
H -5.446 -2.723 -0.799
H -2.669 -2.241 -0.452
H -4.090 -3.842 1.730
H -3.907 -2.115 1.766
H -2.491 -3.101 1.916
H -2.569 -4.326 -1.296
C -4.312 5.011 -3.522
C -2.765 4.728 -3.433
C -2.549 3.850 -2.186
O -2.361 3.909 -4.549
H -4.727 5.237 -4.504
H -4.588 5.791 -2.811
H -4.839 4.094 -3.258
H -2.191 5.655 -3.459
H -2.906 2.844 -2.402
H -2.969 4.371 -1.325
H -1.509 3.599 -1.976
H -1.422 4.056 -4.684
C -0.125 5.715 2.616
C -0.224 4.802 1.359
C 0.754 5.198 0.254
O -0.009 3.504 1.707
H -0.678 5.129 3.350
H -0.595 6.689 2.475
H 0.925 5.902 2.842
H -1.191 4.861 0.859
H 0.698 4.637 -0.680
H 1.759 4.841 0.481
H 0.681 6.248 -0.028
H -0.037 3.511 2.666
C -0.196 0.090 1.432
C 0.607 0.553 0.220
C 0.732 -0.598 -0.774
O 0.131 1.691 -0.420
H -1.194 -0.230 1.133
H -0.430 0.908 2.114
H 0.200 -0.777 1.961
H 1.576 0.775 0.669
H -0.248 -0.936 -1.111
H 1.258 -1.364 -0.204
H 1.345 -0.293 -1.623
H -0.184 2.316 0.238
C 0.046 -3.547 3.336
C 0.946 -3.608 4.563
C 0.524 -4.613 5.675
O 2.284 -3.944 4.147
H 0.264 -2.829 2.546
H -0.975 -3.354 3.665
H 0.274 -4.428 2.736
H 1.087 -2.602 4.958
H 1.357 -4.975 6.278
H -0.010 -5.414 5.164
H -0.260 -4.185 6.301
H 2.165 -4.819 3.771
C 4.588 -5.423 -2.688
C 4.392 -4.189 -1.664
C 3.229 -4.303 -0.729
O 5.569 -3.917 -1.015
H 5.165 -5.221 -3.591
H 3.626 -5.774 -3.060
H 5.009 -6.312 -2.219
H 4.330 -3.345 -2.350
H 2.328 -4.413 -1.332
H 3.152 -3.289 -0.338
H 3.354 -5.209 -0.135
H 5.793 -4.540 -0.320
C 3.696 2.149 -1.389
C 3.069 2.796 -2.616
C 3.910 2.473 -3.877
O 1.741 2.319 -2.759
H 3.813 1.067 -1.430
H 3.205 2.395 -0.447
H 4.661 2.634 -1.245
H 3.008 3.882 -2.546
H 4.958 2.259 -3.664
H 3.817 3.306 -4.575
H 3.633 1.537 -4.361
H 1.310 2.114 -1.926